C4H5NO | wB97M-V/def2-TZVPD

The HOMO energy (spin up / spin down) is -0.26753 / -0.29794 Ha. As for the net charge: 0. The spin multiplicity is 1. Its HOMO-LUMO gap (spin up / spin down) is 7.46 / 9.00 eV. The value obtained for the energy above the lowest of the compared OMol25 structures with the same formula, charge and spin is 145.1 kcal/mol.

Atoms and positions in Å:
C: 0.34520 -0.74003 -0.14957
C: -3.30455 -0.48240 0.24804
C: -0.84884 -1.20287 -0.59766
C: 1.33558 0.37761 -0.14199
N: -0.10367 -1.81222 0.51408
O: -3.74993 0.62873 0.04792
H: -3.89181 -1.14791 0.75983
H: -1.29730 -1.75900 -1.48139
H: 2.17984 0.03737 -0.77846
H: 1.60664 0.60768 0.87799
H: 0.77111 1.13536 -0.63214

Atom charges from the Löwdin analysis, given in e for atoms 1 to 5: C -0.335; C -0.043; C -0.108; C -0.006; N 0.144